{
  "formula": "C48H93Cl9N5O5",
  "method": "ωB97M-V/def2-TZVPD",
  "gap_ev": [8.54, 9.12],
  "homo_ha": [-0.300, -0.347],
  "spin_multiplicity": 6,
  "species": ["C", "C", "C", "C", "C", "C", "N", "O", "C", "C", "C", "H", "H", "H", "H", "H", "H", "H", "H", "H", "H", "H", "H", "H", "H", "H", "H", "H", "H", "C", "C", "C", "C", "C", "C", "N", "O", "C", "C", "C", "H", "H", "H", "H", "H", "H", "H", "H", "H", "H", "H", "H", "H", "H", "H", "H", "H", "H", "C", "C", "C", "C", "C", "C", "N", "O", "C", "C", "C", "H", "H", "H", "H", "H", "H", "H", "H", "H", "H", "H", "H", "H", "H", "H", "H", "H", "H", "C", "C", "C", "C", "C", "C", "N", "O", "C", "C", "C", "H", "H", "H", "H", "H", "H", "H", "H", "H", "H", "H", "H", "H", "H", "H", "H", "H", "H", "C", "C", "C", "C", "C", "C", "N", "O", "C", "C", "C", "H", "H", "H", "H", "H", "H", "H", "H", "H", "H", "H", "H", "H", "H", "H", "H", "H", "H", "C", "Cl", "Cl", "Cl", "H", "C", "Cl", "Cl", "Cl", "H", "C", "Cl", "Cl", "Cl", "H"],
  "xyz": [[1.8088, -0.0818, 2.9737], [3.2846, -0.4831, 3.2173], [3.4719, -1.9930, 2.9766], [3.3548, -2.3662, 1.5298], [4.3857, -1.5999, 0.6962], [4.4148, -0.0511, 0.9382], [4.2549, 0.2584, 2.3965], [4.4381, 1.5109, 2.7174], [5.8149, 0.3151, 0.4164], [3.2873, 0.5552, 0.1120], [3.5592, -0.3243, 4.7335], [1.6762, 0.9584, 2.6740], [1.2313, -0.1585, 3.8959], [1.2950, -0.6884, 2.2262], [4.5158, -2.2662, 3.1712], [2.8712, -2.6301, 3.6254], [2.3237, -2.3154, 1.1638], [3.5363, -3.4424, 1.4356], [4.1710, -1.8400, -0.3466], [5.3533, -2.0658, 0.8946], [5.8546, 0.0813, -0.6466], [5.8853, 1.4016, 0.5022], [6.5545, -0.1963, 1.0264], [2.2862, 0.1985, 0.3533], [3.3478, 1.6443, 0.1120], [3.4089, 0.2424, -0.9289], [2.8016, -0.8633, 5.2962], [3.4949, 0.7352, 4.9870], [4.5857, -0.6296, 4.9352], [-3.2608, 6.9164, -0.7959], [-2.3313, 6.5220, 0.3603], [-2.0946, 7.7762, 1.2361], [-3.2246, 8.0748, 2.2155], [-3.6604, 6.7889, 2.9349], [-3.9120, 5.5453, 2.0791], [-2.7398, 5.3658, 1.2267], [-2.6715, 4.1779, 0.6670], [-4.0562, 4.3954, 3.0940], [-5.2854, 5.6913, 1.3463], [-0.9364, 6.2165, -0.2326], [-3.8945, 6.1154, -1.1756], [-2.6504, 7.2156, -1.6467], [-3.8664, 7.7585, -0.4624], [-1.0982, 7.7328, 1.6780], [-2.0524, 8.6635, 0.5984], [-4.1022, 8.5158, 1.7389], [-2.9267, 8.7452, 3.0225], [-4.5404, 7.0521, 3.5259], [-2.8982, 6.5133, 3.6694], [-4.8973, 4.6348, 3.7453], [-4.2108, 3.4355, 2.6080], [-3.2053, 4.2950, 3.7707], [-6.1320, 5.3199, 1.9198], [-5.5655, 6.7474, 1.2657], [-5.2023, 5.3662, 0.3119], [-0.3920, 5.4874, 0.3736], [-0.2344, 7.0311, -0.3986], [-1.0384, 5.6360, -1.1541], [-0.9731, -7.0815, -2.2021], [-1.2238, -5.7714, -1.3806], [0.0315, -5.6550, -0.4951], [0.2586, -4.2454, 0.0255], [0.2948, -3.2801, -1.1440], [-0.9758, -3.3664, -2.0163], [-1.2708, -4.7276, -2.3892], [-2.1389, -4.8561, -3.3403], [-2.0815, -2.6195, -1.1888], [-0.6859, -2.4222, -3.1759], [-2.4905, -5.9304, -0.4912], [-0.9445, -8.0336, -1.6740], [-0.0333, -6.9332, -2.7408], [-1.6392, -7.2388, -3.0518], [-0.0914, -6.3508, 0.3338], [0.8815, -5.9425, -1.1143], [1.2442, -4.1550, 0.4911], [-0.4071, -3.8435, 0.7925], [1.0951, -3.5235, -1.8530], [0.5349, -2.2654, -0.8224], [-3.1158, -2.7023, -1.5298], [-2.0803, -2.9735, -0.1562], [-1.9375, -1.5402, -1.1511], [-0.2662, -1.4750, -2.8397], [0.1071, -2.8495, -3.8005], [-1.5380, -2.2747, -3.8378], [-2.9805, -6.8823, -0.7025], [-3.2520, -5.1542, -0.5215], [-2.1883, -6.0770, 0.5479], [-1.5785, 0.5006, 4.8469], [-2.8604, -0.1562, 4.2895], [-2.4156, -0.9693, 3.0810], [-3.5364, -1.9390, 2.6247], [-3.9757, -2.8729, 3.7215], [-4.3929, -2.0792, 4.9896], [-3.4273, -1.0420, 5.3397], [-3.7591, -0.3922, 6.4250], [-5.8434, -1.6089, 4.8074], [-4.4194, -3.2106, 6.0376], [-3.8088, 0.9174, 3.7661], [-0.8904, 0.8099, 4.0564], [-0.9751, -0.1519, 5.4774], [-1.8119, 1.4233, 5.3803], [-2.2377, -0.3165, 2.2243], [-1.5022, -1.5665, 3.1494], [-3.0281, -2.5618, 1.8823], [-4.3257, -1.3645, 2.1423], [-3.3563, -3.7446, 3.9320], [-4.8621, -3.3402, 3.2794], [-6.0971, -0.9161, 5.6095], [-5.9710, -1.1286, 3.8349], [-6.5547, -2.4333, 4.8096], [-4.7503, -2.8786, 7.0250], [-5.0525, -4.0521, 5.7574], [-3.4459, -3.6559, 6.2591], [-4.5383, 0.6790, 2.9923], [-3.1595, 1.6514, 3.2834], [-4.3098, 1.4221, 4.5933], [2.5938, 0.0171, -4.0620], [3.4292, -1.1205, -4.6692], [2.5685, -1.6349, -5.8528], [3.2595, -2.6250, -6.7759], [4.4959, -1.8735, -7.2786], [5.4622, -1.4743, -6.1561], [4.7657, -0.6757, -5.1529], [5.5229, -0.2073, -4.1817], [6.1822, -2.7128, -5.6077], [6.5475, -0.6199, -6.8741], [3.4460, -2.2612, -3.6284], [3.2895, 0.4039, -3.3045], [1.7191, -0.2308, -3.4646], [2.4128, 0.8863, -4.6944], [1.7459, -2.1384, -5.3388], [2.1477, -0.8305, -6.4576], [2.5750, -2.7783, -7.6124], [3.4757, -3.5932, -6.3267], [4.1835, -1.0920, -7.9697], [5.0096, -2.6553, -7.8463], [5.5912, -3.5890, -5.3415], [6.8519, -3.0328, -6.4102], [6.8733, -2.5346, -4.7831], [7.3073, -0.3440, -6.1381], [7.0305, -1.1551, -7.6849], [6.0768, 0.3480, -7.0529], [2.4438, -2.5805, -3.3507], [4.1040, -2.1225, -2.7680], [3.9064, -3.1768, -4.0155], [-3.8271, 1.4574, -1.6409], [-2.7655, 1.2591, -3.0564], [-4.5866, 0.0045, -1.0594], [-5.0662, 2.6265, -2.1259], [-3.2246, 1.8473, -0.8268], [-0.1999, 2.1949, -0.3118], [0.5425, 3.0006, 1.0543], [-0.8502, 0.6162, 0.1913], [0.8710, 2.0501, -1.6962], [-1.0890, 2.7495, -0.5974], [3.0690, 4.9557, -1.6248], [4.6424, 4.5170, -2.2430], [2.6308, 6.5833, -2.2054], [3.0396, 4.8254, 0.1390], [2.3618, 4.2219, -1.9927]]
}